Computed, not measured: a cluster of 6 separate species, C29H60N5O7P in total, with the ωB97M-V functional and the def2-TZVPD basis.

## Properties
* relative energy (zero: lowest compared OMol25 entry of this formula, charge and spin): 0.0 kcal per mole
* E_HOMO: -8.3740 eV
* structure (SMILES): CCCO[PH3]COc1cc(C)ccc1C(C)C.CN(C)C=O.CN(C)C=O.CN(C)C=O.CN(C)C=O.CN(C)C=O
* E_tot: -2282.74451 Ha

Geometry as XYZ:
```
102
Properties=species:S:1:pos:R:3:forces:R:3:mulliken_charge:R:1
C -7.050681 0.026604 -2.495734 0.6 -0.6 0.4 -0.934
C -6.183413 -0.835379 -1.567941 0.3 0.3 -0.7 -0.127
C -4.941755 -1.293391 -2.327493 -0.2 -0.3 0.9 -0.365
O -4.122140 -2.105046 -1.488416 0.2 0.2 -0.4 -0.215
P -2.670587 -1.324872 -0.975446 -0.2 0.0 0.3 0.939
C -1.061238 -0.560701 -0.346606 -0.1 -0.5 -0.5 -1.378
O -0.722087 0.686818 -0.956638 -0.1 0.0 0.5 -0.088
C -1.768821 1.590994 -0.971218 -0.4 0.4 -0.4 -0.943
C -2.387578 1.811543 -2.201451 -0.2 0.1 0.0 0.960
C -3.441152 2.713830 -2.320729 0.0 0.0 0.1 0.962
C -4.111396 2.980720 -3.640321 0.2 0.3 0.0 -1.413
C -3.881646 3.401526 -1.187732 0.6 -0.5 0.0 -1.378
C -3.251009 3.179415 0.028118 -0.2 0.0 -0.3 -0.487
C -2.189334 2.282339 0.160826 0.4 -0.2 0.3 0.516
C -1.493091 2.139036 1.504365 -0.6 0.9 0.1 1.079
C -2.529565 2.010123 2.637715 0.4 -0.2 0.1 -1.731
C -0.619570 3.376983 1.766765 0.4 -0.6 0.0 -1.723
H -7.831818 0.527717 -1.936793 -0.2 0.1 -0.1 0.384
H -7.466003 -0.616656 -3.267097 -0.3 0.1 -0.1 0.352
H -6.399585 0.749079 -2.982099 -0.1 0.3 -0.1 -0.019
H -6.730207 -1.706933 -1.222853 -0.1 -0.1 0.3 0.249
H -5.820512 -0.247721 -0.727247 -0.2 0.0 0.3 0.197
H -5.227192 -1.879926 -3.197446 0.1 0.0 -0.3 0.423
H -4.396501 -0.393566 -2.634087 0.1 0.0 -0.3 -0.091
H -2.293600 -2.542092 -0.372440 -0.1 0.0 0.0 -0.262
H -2.340700 -1.042958 -2.317107 0.1 0.1 0.1 -0.144
H -3.445018 -0.430645 -0.206935 0.1 0.1 -0.1 -0.145
H -1.092924 -0.531801 0.746393 0.0 0.3 0.1 0.397
H -0.261879 -1.253714 -0.608563 0.2 0.0 -0.1 0.672
H -2.049762 1.254044 -3.071558 0.0 0.1 0.1 0.359
H -5.127420 2.594368 -3.671086 -0.1 -0.2 -0.1 0.237
H -4.181314 4.055775 -3.801505 -0.1 0.1 0.0 0.514
H -3.530219 2.589900 -4.465810 0.0 -0.3 -0.2 0.053
H -4.696227 4.101991 -1.289285 -0.1 0.1 0.1 0.447
H -3.599500 3.733178 0.886550 0.0 0.0 0.2 0.372
H -0.823595 1.292458 1.544948 0.0 -0.3 -0.3 0.137
H -3.421917 1.480382 2.317957 -0.1 -0.2 0.0 0.377
H -2.081818 1.483453 3.478156 -0.1 -0.1 0.1 0.416
H -2.831080 2.985982 3.009211 -0.1 0.1 0.0 0.375
H 0.085882 3.130499 2.558758 0.0 0.2 0.2 0.426
H -0.017720 3.613890 0.894115 0.0 0.2 -0.2 0.383
H -1.217379 4.230064 2.070081 -0.1 0.2 -0.1 0.399
C 2.193736 0.401354 -0.657605 0.4 0.1 -0.2 -1.084
N 3.559997 -0.017174 -0.926312 -0.2 0.0 0.1 0.234
C 4.335587 0.687982 -1.929366 0.1 -0.1 0.1 -1.030
C 4.135188 -1.038485 -0.269357 0.0 -0.1 0.1 0.058
O 5.276103 -1.427067 -0.448959 0.0 0.0 0.0 -0.650
H 1.593121 0.324035 -1.562059 -0.1 0.0 0.0 0.607
H 2.192511 1.438203 -0.316908 -0.2 0.0 0.0 0.279
H 1.756580 -0.219440 0.118524 0.1 0.0 0.1 0.142
H 4.649849 -0.001038 -2.714484 0.0 0.0 0.0 0.312
H 5.231598 1.117198 -1.478543 0.0 0.0 -0.1 0.303
H 3.730728 1.480950 -2.362136 0.0 0.0 0.0 0.393
H 3.464592 -1.503091 0.473580 0.0 0.0 0.0 0.348
C 6.220539 1.310280 3.473710 -0.2 -0.1 -0.1 -0.571
N 4.945401 0.622996 3.368340 0.1 0.1 0.0 0.174
C 4.889034 -0.790189 3.703190 -0.1 0.0 0.0 -0.871
C 3.823510 1.240403 2.973713 0.0 0.0 -0.1 0.146
O 2.730942 0.706586 2.870909 0.0 0.0 0.0 -0.654
H 6.950494 0.840370 2.815103 0.1 0.0 0.1 0.294
H 6.586961 1.252498 4.494954 0.1 0.0 0.0 0.069
H 6.106822 2.355956 3.190558 -0.1 0.0 0.0 0.316
H 4.550795 -1.365553 2.840925 0.0 0.0 0.0 0.184
H 4.184183 -0.952674 4.519940 0.0 0.0 0.0 0.329
H 5.878782 -1.127278 4.000302 0.0 0.0 0.0 0.324
H 3.978039 2.307728 2.738322 0.0 0.0 0.0 0.276
C -3.989049 -4.778077 -0.159483 0.0 -0.6 0.3 -0.641
N -4.775296 -5.906438 0.309044 0.2 0.1 0.0 0.172
C -4.106161 -7.054474 0.894933 -0.2 0.0 0.0 -0.989
C -6.117014 -5.925436 0.218326 -0.2 0.0 0.0 0.111
O -6.824875 -6.841470 0.593342 0.0 0.0 0.0 -0.604
H -3.297322 -5.110180 -0.937491 0.0 0.1 0.0 0.352
H -3.418217 -4.360216 0.673656 0.0 0.1 -0.1 0.354
H -4.629876 -4.009016 -0.566889 -0.1 0.1 0.0 0.018
H -4.333126 -7.954585 0.322344 0.0 0.0 0.0 0.298
H -4.451631 -7.209371 1.917800 0.0 -0.1 0.0 0.305
H -3.032315 -6.885714 0.895831 0.0 0.0 0.0 0.366
H -6.530585 -5.010345 -0.239640 0.0 0.0 0.0 0.246
C -0.832857 1.930545 -8.045099 -0.1 -0.2 0.0 -0.917
N -1.426829 0.975207 -7.130263 0.0 0.1 -0.1 0.167
C -2.095585 -0.200734 -7.664490 0.0 0.0 0.2 -0.980
C -1.381797 1.136942 -5.798662 0.1 0.1 0.1 0.181
O -1.866747 0.363829 -4.991501 0.0 -0.1 -0.2 -0.713
H -1.596900 2.341569 -8.707462 0.0 0.1 0.0 0.344
H -0.065235 1.444391 -8.649902 0.0 0.1 0.0 0.336
H -0.376522 2.745433 -7.487546 0.0 0.0 0.0 0.306
H -3.138517 -0.213481 -7.347378 0.0 0.0 0.0 0.291
H -1.615955 -1.105325 -7.290564 0.0 0.0 0.0 0.294
H -2.045652 -0.184725 -8.749910 0.0 0.0 0.0 0.389
H -0.856102 2.056359 -5.487662 0.0 0.0 0.0 0.205
C 10.169618 0.337194 8.135779 -0.2 0.1 0.0 -0.919
N 9.129841 0.350471 7.125583 0.1 0.0 0.1 0.109
C 7.812021 0.857913 7.469983 0.0 -0.1 -0.2 -0.899
C 9.341576 -0.093025 5.873510 0.1 -0.1 -0.1 0.138
O 8.501330 -0.104006 4.992886 0.0 0.0 0.1 -0.523
H 9.863741 -0.279963 8.982647 0.1 0.0 0.0 0.335
H 10.363542 1.351479 8.489827 0.1 0.0 0.0 0.335
H 11.087783 -0.070168 7.718750 0.0 0.0 0.0 0.293
H 7.060491 0.081831 7.319806 0.0 0.0 0.0 0.292
H 7.558577 1.705276 6.831900 0.0 0.0 0.0 0.245
H 7.804248 1.173626 8.509690 0.0 0.0 0.0 0.371
H 10.369376 -0.457178 5.709642 0.0 0.0 0.0 0.220
```
Positions in Å, forces in eV/Å.

Computed, not measured: the molecule C7H8N2O, with the ωB97M-V functional and the def2-TZVPD basis.

## Properties
* relative energy (zero: lowest compared OMol25 entry of this formula, charge and spin): 71.8 kcal per mole
* E_HOMO: -9.3037 eV
* structure (SMILES): CC(=O)Nc1ccccn1
* E_tot: -456.17975 Ha

Geometry as XYZ:
```
18
Properties=species:S:1:pos:R:3:forces:R:3:mulliken_charge:R:1
C -3.397337 -0.414146 0.198351 7.1 -5.8 -0.4 -1.149
C -2.028282 0.229555 -0.164931 -2.1 -3.4 0.0 0.638
O -1.980564 1.337401 -0.585522 1.1 1.7 -0.1 -0.550
N -1.036658 -0.735393 0.024111 4.1 3.4 0.1 -0.242
C 0.466151 -0.314157 -0.060843 -7.0 2.6 0.9 0.303
C 0.735818 1.081421 0.145358 8.5 -7.9 -1.5 -0.360
C 2.151165 1.339892 0.106884 -2.8 2.7 1.1 -0.302
C 3.013329 0.295790 -0.066960 3.7 0.8 0.0 -0.252
C 2.552601 -0.952156 -0.241096 0.7 -5.9 0.3 -0.262
N 1.222497 -1.314310 -0.195239 3.7 -0.2 -0.7 -0.471
H -3.942476 -0.496920 -0.632280 -2.5 -0.5 -3.0 0.328
H -3.071207 -1.454351 0.736412 -1.5 2.3 -1.5 0.254
H -3.731669 0.146878 0.882721 -3.2 4.3 5.1 0.421
H -1.170530 -1.609908 -0.415957 -0.4 -1.1 -0.1 0.313
H 0.347443 1.919266 0.238675 -5.6 6.6 0.9 0.590
H 2.426385 2.488845 0.332878 -0.1 -3.0 -0.7 0.227
H 4.133873 0.454725 -0.024135 -1.5 -0.2 -0.2 0.293
H 3.309462 -2.002438 -0.278434 -2.1 3.6 -0.1 0.220
```
Positions in Å, forces in eV/Å.

Computed, not measured: a structure of composition C4H5O6Rb, with the ωB97M-V functional and the def2-TZVPD basis.

## Properties
* relative energy (zero: lowest compared OMol25 entry of this formula, charge and spin): 0.0 kcal per mole
* E_HOMO: -7.2408 eV
* E_tot: -630.96712 Ha

Geometry as XYZ:
```
16
Properties=species:S:1:pos:R:3:forces:R:3:mulliken_charge:R:1
C 0.242774 1.164043 0.049332 0.5 0.1 0.0 -0.233
C -1.255172 0.988276 0.149706 -0.9 0.0 0.3 -0.375
O 0.942238 -0.059282 -0.028098 0.5 0.1 0.2 -0.534
H 0.589990 1.670352 0.959763 0.0 0.1 -0.2 0.233
H 0.483680 1.810740 -0.810926 0.1 -0.3 0.1 0.205
H -1.760835 1.775123 -0.427995 0.0 -0.2 0.3 0.282
H -1.582240 1.051429 1.197545 -0.1 -0.1 -0.3 0.291
O 6.934452 0.315524 0.026038 -0.3 0.0 0.0 -0.364
O 6.572796 -1.928068 0.477408 -0.2 0.1 0.0 -0.363
C 6.716027 -0.799615 0.254945 0.5 -0.1 -0.1 0.727
O -1.583091 -0.294267 -0.379800 1.3 0.6 -0.2 -0.306
C -2.858841 -0.705850 -0.308094 -3.1 -1.2 0.1 0.610
O -3.734351 0.029620 0.210259 0.5 0.6 0.1 -0.752
O -3.105061 -1.843535 -0.779656 0.6 0.0 -0.1 -0.742
Rb -6.927119 -2.408162 -0.350731 0.9 0.4 0.0 0.960
H 0.324758 -0.766326 -0.239697 -0.3 0.1 -0.1 0.361
```
Positions in Å, forces in eV/Å.

> Which of these has the highest E_HOMO?

C4H5O6Rb